[1]
Below is an isolated molecule of C3H7N3O2 at a distorted geometry, with properties calculated with ωB97M-V/def2-TZVPD.

Element x y z (Å)
C 1.82711 -1.32502 0.18899
C 0.52771 0.79530 -0.25774
C -1.69480 0.53153 0.53833
H 1.83661 -1.23233 1.31214
H 1.06053 -1.99723 -0.16643
H 2.83884 -1.73030 -0.07804
H 2.44304 0.62582 -0.33376
H -0.23405 2.59647 -0.22714
H -1.68084 1.26131 1.30472
H -2.52091 -1.05119 -1.17071
N 1.66801 -0.00618 -0.44716
N 0.61114 2.00350 -0.31265
N -2.89243 0.22331 0.25344
O -0.56049 -0.01653 0.02015
O -3.22947 -0.67845 -0.62416

Forces on the atoms, in the same order (eV/Å):
1.2 0.7 0.8
0.7 -4.1 0.7
-0.9 -0.2 -0.6
-0.3 -0.3 -0.9
-0.1 -0.2 0.1
-1.0 0.4 0.0
0.4 -0.2 -0.2
0.7 -0.9 -0.1
0.8 0.7 0.6
0.6 0.3 0.3
-0.7 0.2 0.1
-0.8 4.4 -0.2
0.9 1.4 1.6
-0.3 -0.3 -0.4
-1.0 -1.9 -1.9

HOMO in eV: -9.55
Energy in eV: -11787.128
F_max in eV/A: 4.4
SMILES: [H]/N=C(/NC)O/C=N\O

[2]
Below is an isolated molecule of C17H15N3O2 at a distorted geometry, with properties calculated with ωB97M-V/def2-TZVPD.

Element x y z (Å)
C 0.39636 -0.22072 2.87752
H -0.39391 -0.35182 3.62312
O -0.02012 0.61141 1.82461
C -1.08569 0.23630 1.06421
C -1.81140 -0.93281 1.25111
C -2.91327 -1.21823 0.46610
C -3.35254 -0.33040 -0.51033
C -2.64522 0.84267 -0.68782
C -1.49399 1.13261 0.04997
N -0.92071 2.36746 -0.21222
N 0.27532 2.65597 -0.18120
C 1.34255 1.79586 -0.04656
C 2.35912 2.18993 0.81039
C 3.46353 1.38220 1.06265
C 3.59826 0.16934 0.42301
C 2.62297 -0.22904 -0.52989
N 2.84014 -1.40311 -1.15794
C 1.98158 -1.79854 -2.05791
C 0.86797 -1.03880 -2.44427
C 0.63723 0.16333 -1.82534
C 1.49631 0.59076 -0.79490
H -0.18521 0.78827 -2.14055
H 0.21928 -1.39272 -3.23003
H 2.19002 -2.75330 -2.52380
O 4.63761 -0.65398 0.66613
H 4.52644 -1.41788 0.07268
H 4.21810 1.69125 1.76845
H 2.24005 3.11855 1.34633
H -2.94713 1.55957 -1.43702
C -4.55777 -0.64921 -1.34203
H -5.40022 -0.91508 -0.70588
H -4.83892 0.20051 -1.95809
H -4.35286 -1.49776 -1.99463
H -3.44803 -2.14296 0.62647
H -1.51159 -1.64068 2.00782
H 1.24426 0.29004 3.33093
H 0.72148 -1.19900 2.50892

Forces on the atoms, in the same order (eV/Å):
0.1 -0.2 0.2
0.0 0.0 0.0
-0.5 0.1 -0.4
0.0 0.4 -0.1
0.2 -0.1 0.1
0.0 0.2 -0.1
0.0 -0.1 0.0
0.4 -0.1 0.2
-0.2 -1.5 0.4
-0.4 1.0 -0.2
-0.1 1.4 -0.2
1.3 -0.9 0.2
-0.8 -0.1 -0.5
0.4 -0.6 -0.1
-0.1 0.2 0.2
-0.4 0.3 0.0
0.2 -0.2 0.1
0.2 -0.2 0.0
-0.2 0.4 0.1
0.0 -0.3 -0.2
0.3 0.1 0.3
0.0 0.0 0.0
-0.1 0.0 -0.1
-0.1 -0.1 -0.1
0.0 0.1 0.0
-0.1 0.0 0.0
0.1 0.0 0.1
0.0 0.2 0.0
-0.1 0.1 0.0
0.0 -0.1 0.0
-0.1 0.0 0.0
-0.1 0.0 -0.1
-0.1 0.0 -0.1
-0.1 -0.1 0.0
0.0 0.0 0.1
0.0 -0.1 0.0
0.0 0.0 0.0

HOMO in eV: -7.61
Energy in eV: -26436.063
F_max in eV/A: 1.6
SMILES: COc1ccc(C)cc1/N=N\c1ccc(O)c2ncccc12

[3]
Below is an isolated molecule of C18H28O11S2, with properties calculated with ωB97M-V/def2-TZVPD.

Element x y z (Å)
C -4.00338 -1.49398 2.09392
C -4.65941 -0.25726 1.52709
H -4.16554 0.66455 1.82288
H -5.71837 -0.20644 1.76725
S -4.59548 -0.31002 -0.28848
O -5.11813 -1.56726 -0.75301
O -5.21922 0.88953 -0.79616
C -2.82047 -0.20362 -0.73348
C -2.24828 -1.54232 -1.11663
H -2.35174 -2.27689 -0.31874
H -2.72586 -1.92888 -2.01546
S -0.46950 -1.40256 -1.51511
C 0.16567 -1.10440 0.19066
O -0.14242 0.16229 0.67168
C 0.46914 1.23423 -0.01470
C 1.99843 1.11567 0.03802
C 2.44063 -0.26535 -0.47444
C 1.67419 -1.38493 0.23715
O 2.00764 -2.59363 -0.42773
C 1.54337 -3.74296 0.09672
O 0.87335 -3.79499 1.09168
C 1.96350 -4.91111 -0.74520
H 1.33524 -4.93605 -1.63355
H 1.83376 -5.83232 -0.18601
H 2.99526 -4.79033 -1.06068
H 1.97313 -1.44533 1.29185
H 2.23063 -0.33622 -1.54936
O 3.85105 -0.41200 -0.38788
C 4.44984 -0.42858 0.82232
O 3.85756 -0.43079 1.86652
C 5.94005 -0.43538 0.66574
H 6.26806 0.60290 0.69653
H 6.39516 -0.96856 1.49477
H 6.22149 -0.87137 -0.28714
H 2.36951 1.26151 1.06037
O 2.52629 2.12081 -0.81983
C 3.73100 2.64902 -0.53276
O 4.37349 2.37037 0.44129
C 4.14056 3.62078 -1.60208
H 3.26410 4.06112 -2.06636
H 4.78272 4.38562 -1.17557
H 4.70264 3.07831 -2.36030
C -0.01383 2.53704 0.63539
H 0.75509 3.30545 0.53918
H -0.23813 2.33965 1.68892
O -1.16765 3.05298 -0.00933
C -2.36938 2.85101 0.56079
O -2.52180 2.22990 1.58169
C -3.46282 3.48772 -0.23694
H -3.99668 4.19543 0.39303
H -4.17802 2.72072 -0.54292
H -3.05428 3.99343 -1.10513
H 0.16662 1.22313 -1.07409
H -0.35619 -1.80865 0.84506
H -2.32912 0.21201 0.14104
H -2.76648 0.50136 -1.56043
H -4.23197 -1.59884 3.15214
H -2.92235 -1.44235 1.98915
H -4.37486 -2.37178 1.56878

Forces on the atoms, in the same order (eV/Å):
0.0 -0.1 0.1
0.3 -0.1 -0.8
0.0 0.1 0.0
-0.1 0.0 -0.2
0.1 0.5 -0.1
0.1 -0.4 0.1
0.0 0.2 0.1
-0.9 -0.1 0.5
0.6 -0.1 -0.1
-0.1 0.0 -0.1
0.0 -0.1 0.1
-0.2 -0.2 0.1
-0.4 -0.7 -0.6
0.2 0.4 0.4
0.1 0.7 -0.2
-0.1 -0.5 0.4
-0.5 0.0 0.3
-0.1 0.3 0.4
0.3 0.1 -0.2
0.0 -0.2 0.0
0.0 0.0 0.1
0.0 0.0 0.1
0.0 0.0 -0.1
0.0 0.0 0.0
0.1 0.0 -0.1
-0.1 0.0 -0.3
0.0 0.1 0.2
0.1 -0.1 -0.3
0.3 -0.1 0.2
0.0 0.0 0.1
-0.1 0.0 0.0
0.0 0.0 0.0
0.0 0.0 0.0
0.1 0.0 0.0
-0.1 0.0 -0.2
-0.3 0.0 -0.3
0.2 0.3 -0.1
0.0 0.0 0.1
0.0 0.0 0.1
0.0 0.1 -0.1
0.0 0.0 0.0
0.0 0.0 -0.1
0.4 -0.5 0.3
-0.1 -0.1 0.0
0.1 0.1 -0.1
0.0 0.1 -0.4
-0.2 0.1 0.0
0.0 0.0 0.1
0.0 0.0 -0.1
0.0 0.0 0.1
0.1 0.1 0.0
0.0 0.1 -0.1
0.0 0.0 0.2
0.2 0.1 -0.1
0.1 0.1 0.0
-0.1 0.1 0.0
0.0 0.0 0.1
0.1 0.0 0.0
0.0 -0.1 0.1

HOMO in eV: -9.35
Energy in eV: -63314.590
F_max in eV/A: 1.0
SMILES: CCS(=O)(=O)CCS[C@@H]1O[C@@H](COC(C)=O)[C@H](OC(C)=O)[C@@H](OC(C)=O)[C@@H]1OC(C)=O

[4]
Below is a structure of composition C2H6Br2N at a distorted geometry, with properties calculated with ωB97M-V/def2-TZVPD.

Element x y z (Å)
C -0.86781 0.83003 0.39705
C 0.35396 -0.05412 0.44898
N 0.63629 -0.65474 -0.88498
Br -2.43674 -0.18730 -0.42294
Br 1.99334 0.72944 1.30507
H -0.61647 1.61723 -0.27786
H -0.93667 1.12321 1.42510
H 0.03351 -0.89119 1.50029
H -0.35054 -0.68417 -1.38726
H 1.36776 -0.20365 -1.40053
H 0.82335 -1.62473 -0.70291

Forces on the atoms, in the same order (eV/Å):
0.9 -0.8 -0.7
-0.7 -2.3 4.7
-3.0 -0.8 0.6
1.4 0.9 0.9
-1.2 -0.2 -1.1
-0.6 1.0 -0.3
-1.2 0.5 0.3
1.2 1.8 -4.1
1.9 0.3 0.6
0.6 0.4 -0.5
0.8 -0.8 -0.3

Net charge: +1
HOMO in eV: -15.07
Energy in eV: -143737.746
F_max in eV/A: 5.3